Below is a molecular structure, C28H49BrNO3P3Pt in a non-equilibrium geometry, with properties calculated with wB97M-V/def2-TZVPD.

Properties
- 2S+1 = 3
- HOMO level (spin up / spin down) (hartree) = -0.49004 / -0.49057
- expectation value of S² = 2.01
- total charge = +2
- relative energy (zero: lowest compared OMol25 entry of this formula, charge and spin) (kcal/mol) = 1.2

Last column: Löwdin spin population.
Element x y z (Å)
N (3.60840, 3.97022, 2.78907)  0.00
C (3.97200, 2.69478, 2.65108)  0.00
C (3.51066, 1.89915, 1.60226)  0.00
C (2.68075, 2.49028, 0.62252)  0.00
C (2.34665, 3.85609, 0.75062)  0.00
C (2.81208, 4.53428, 1.88580)  0.00
C (2.23186, 1.71699, -0.51707)  0.02
Pt (-0.27575, -0.18519, -0.05635)  0.79
P (-1.35085, -1.59413, -1.38842)  0.22
C (1.30949, 2.14187, -1.43914)  0.02
C (1.13157, 1.48941, -2.72227)  0.01
C (0.26966, 2.09616, -3.67444)  0.01
C (-0.20518, 1.37126, -4.76586)  0.00
C (0.16571, 0.01391, -4.86080)  0.02
C (1.28177, -0.47888, -4.15568)  0.00
C (1.75262, 0.27363, -3.06553)  0.02
Br (-0.86907, -1.13215, -6.07523)  0.01
H (2.69538, 0.72882, -0.60854)  0.00
H (0.64561, 2.99009, -1.24422)  0.00
H (3.84677, 0.86702, 1.48308)  0.00
H (1.83346, 4.39785, -0.04266)  0.00
H (4.67359, 2.28193, 3.37489)  0.00
H (2.54069, 5.58595, 2.01874)  0.00
H (-0.07952, 3.10579, -3.46683)  0.00
H (2.52857, -0.10486, -2.40701)  0.00
H (-0.85741, 1.81851, -5.51928)  0.00
H (1.79055, -1.39833, -4.47186)  0.00
P (-1.66936, 1.26901, 1.03305)  0.21
C (-0.15011, -2.77077, -2.05578)  0.06
C (-0.52379, -3.42376, -3.38784)  0.02
H (0.03774, -3.53176, -1.28089)  0.00
H (0.79689, -2.23051, -2.20116)  0.01
H (0.25948, -4.14186, -3.67347)  0.00
H (-1.48205, -3.95800, -3.35104)  0.00
H (-0.56239, -2.67350, -4.19542)  0.00
C (-2.13708, -0.64270, -2.71786)  0.06
C (-3.26595, -1.31360, -3.50975)  0.02
H (-1.31784, -0.41640, -3.40363)  0.00
H (-2.45353, 0.33308, -2.32105)  0.01
H (-3.55149, -0.67062, -4.35244)  0.00
H (-2.94454, -2.26885, -3.94188)  0.00
H (-4.15825, -1.46964, -2.89419)  0.00
C (-2.65757, -2.48041, -0.49524)  0.01
C (-3.15214, -3.77990, -1.12716)  0.00
H (-3.48568, -1.76374, -0.39241)  0.00
H (-2.29076, -2.66411, 0.52433)  0.00
H (-3.92895, -4.20964, -0.48386)  0.00
H (-3.59962, -3.61527, -2.11174)  0.00
H (-2.35473, -4.52332, -1.21762)  0.00
C (-2.33415, 0.60143, 2.59596)  0.02
C (-3.16710, -0.67090, 2.49948)  0.00
H (-2.93704, 1.42254, 3.00804)  0.00
H (-1.46052, 0.43884, 3.24237)  0.00
H (-3.76397, -0.79302, 3.41516)  0.00
H (-3.86786, -0.66482, 1.65453)  0.00
H (-2.51454, -1.55038, 2.42426)  0.00
C (-3.14353, 1.66381, 0.01913)  0.05
C (-2.84812, 2.71557, -1.04862)  0.00
H (-3.91179, 2.02470, 0.72094)  0.01
H (-3.53665, 0.73389, -0.42207)  0.00
H (-3.73482, 2.87048, -1.67931)  0.00
H (-2.59786, 3.68713, -0.60299)  0.00
H (-2.01253, 2.40388, -1.68926)  0.00
C (-0.99938, 2.90057, 1.52990)  0.05
C (-0.27914, 2.94146, 2.87818)  0.00
H (-1.85702, 3.59246, 1.55163)  0.01
H (-0.32161, 3.23627, 0.73049)  0.00
H (0.06626, 3.96501, 3.08153)  0.00
H (-0.93760, 2.66923, 3.71497)  0.00
H (0.59155, 2.26934, 2.87659)  0.00
C (1.59252, -0.15972, 4.17997)  0.01
O (0.72198, -0.02456, 3.02569)  0.04
P (0.84952, -0.98080, 1.67868)  0.18
O (2.45731, -1.19462, 1.50242)  0.05
C (3.22627, -2.09555, 2.37401)  0.01
O (0.32070, -2.41340, 2.25478)  0.03
C (0.66488, -3.59922, 1.46661)  0.00
H (1.11903, 0.37962, 5.01287)  0.00
H (2.56412, 0.32341, 3.97354)  0.00
H (1.73525, -1.21448, 4.48580)  0.00
H (4.07496, -2.46667, 1.78447)  0.00
H (3.59487, -1.50524, 3.22787)  0.00
H (2.60214, -2.93747, 2.71811)  0.00
H (1.43589, -3.39644, 0.69307)  0.00
H (1.04037, -4.32535, 2.20463)  0.00
H (-0.24567, -3.94691, 0.95045)  0.00



Below is 13 unconnected molecules or ions with the total composition C28H49N13O16 in a non-equilibrium geometry, with properties calculated with wB97M-V/def2-TZVPD.

Properties
- HOMO level (hartree) = -0.30004
- total charge = 0
- relative energy (zero: lowest compared OMol25 entry of this formula, charge and spin) (kcal/mol) = 0.0

Last column: Mulliken charge in e.
Element x y z (Å)
C (-2.32804, -1.94386, 4.48010)  -0.67
N (-2.13591, -3.42370, 4.22220)  0.87
O (-2.28882, -4.19504, 5.10986)  -0.59
O (-1.89431, -3.71945, 3.04738)  -0.41
H (-2.61853, -1.55936, 3.53176)  0.25
H (-1.27923, -1.72101, 4.60229)  0.25
H (-2.96002, -1.81827, 5.36005)  0.32
C (4.14169, 0.01886, -3.23311)  -0.46
N (4.42317, 0.25995, -4.66119)  0.96
O (3.48576, 0.24976, -5.43910)  -0.57
O (5.58457, 0.43917, -4.96973)  -0.58
H (5.08352, 0.05910, -2.69479)  0.30
H (3.69750, -0.97107, -3.22954)  0.24
H (3.43828, 0.75687, -2.82503)  0.10
C (3.46612, -0.00537, 1.17643)  -0.10
N (4.28279, 1.19106, 0.77275)  1.00
O (4.89386, 1.83283, 1.62496)  -0.62
O (4.32320, 1.41978, -0.39795)  -0.54
H (2.46896, 0.38652, 0.97666)  -0.34
H (3.60196, -0.18134, 2.23366)  0.26
H (3.78372, -0.80512, 0.52003)  0.35
C (0.74293, 3.23893, -4.84706)  -0.86
N (0.22442, 1.89872, -4.35618)  0.69
O (-0.33643, 1.96562, -3.25719)  -0.18
O (0.24532, 0.91245, -5.05068)  -0.50
H (1.67919, 3.46288, -4.32104)  0.27
H (-0.08343, 3.92000, -4.66193)  0.30
H (1.03488, 3.13105, -5.87249)  0.35
C (-0.69751, -4.46647, 0.21857)  -0.09
N (0.17319, -5.68180, -0.00647)  0.92
O (1.12795, -5.93733, 0.74912)  -0.52
O (0.02385, -6.18947, -1.08566)  -0.56
H (-1.58164, -4.68983, 0.80589)  0.31
H (-0.97314, -4.14405, -0.78485)  0.44
H (-0.12904, -3.73455, 0.79700)  -0.51
C (-3.63691, 1.17126, 1.07507)  -0.26
N (-2.98880, 1.66711, 2.34157)  1.03
O (-2.72615, 2.86145, 2.43063)  -0.58
O (-2.79765, 0.88211, 3.24596)  -0.60
H (-3.22212, 0.21762, 0.76608)  0.15
H (-3.59252, 2.00800, 0.40207)  -0.15
H (-4.67206, 1.01168, 1.42669)  0.44
C (3.32857, -5.63449, -1.91977)  -0.54
N (3.48816, -4.17470, -1.62050)  0.81
O (4.58774, -3.72689, -1.42830)  -0.54
O (2.45181, -3.49579, -1.72209)  -0.41
H (2.41753, -5.96815, -1.42349)  0.12
H (4.20971, -6.20502, -1.65486)  0.29
H (3.18040, -5.64723, -2.99005)  0.30
C (1.21577, -4.73174, 3.74994)  -0.84
N (1.22578, -3.30252, 3.33760)  0.99
O (0.81169, -2.45934, 4.08781)  -0.56
O (1.93025, -3.00093, 2.36674)  -0.45
H (1.76128, -4.88246, 4.68872)  0.30
H (1.65175, -5.26403, 2.91884)  0.28
H (0.15959, -4.99655, 3.74844)  0.30
N (1.48527, 3.80866, 1.25028)  0.36
C (0.14674, 4.10677, 1.41708)  -0.86
C (-0.38833, 4.50976, 0.22167)  -0.24
C (0.67766, 4.51408, -0.66552)  -0.54
C (1.83574, 4.08750, -0.04836)  -0.86
H (2.04119, 3.48731, 2.02676)  0.19
H (-0.27336, 4.08795, 2.40898)  0.42
H (-1.36176, 4.92900, -0.00415)  0.58
H (0.60343, 4.80861, -1.70724)  0.53
H (2.77977, 3.86234, -0.52577)  0.43
N (0.42771, 2.14512, 4.21623)  0.13
C (1.52850, 1.39124, 3.78835)  -0.07
C (2.66469, 2.09988, 4.05026)  -0.49
C (2.24262, 3.37134, 4.59210)  -0.57
C (0.86936, 3.35999, 4.71303)  -0.75
H (-0.53769, 1.85467, 4.16870)  0.23
H (1.35751, 0.41533, 3.34648)  0.20
H (3.70478, 1.84495, 3.78492)  0.49
H (2.89346, 4.21671, 4.76897)  0.36
H (0.14614, 4.08152, 5.06359)  0.47
N (-4.79919, -1.28126, -3.09252)  0.13
C (-4.24322, -1.32926, -1.82884)  -1.14
C (-2.88160, -1.20481, -2.04428)  0.71
C (-2.60830, -1.06861, -3.43874)  -0.80
C (-3.83691, -1.21044, -4.06214)  -0.84
H (-5.78217, -1.35110, -3.28373)  0.19
H (-4.79958, -1.46003, -0.90643)  0.41
H (-2.07245, -1.19914, -1.30436)  0.34
H (-1.60208, -0.88522, -3.79731)  0.59
H (-4.08562, -1.13920, -5.10300)  0.40
N (-3.44756, 2.14671, -2.54151)  0.39
C (-4.78539, 2.20954, -2.52514)  -0.34
C (-5.09735, 3.43863, -2.04786)  -0.93
C (-3.91482, 4.06697, -1.53797)  -0.53
C (-2.87457, 3.24303, -1.96156)  -0.74
H (-2.89219, 1.36646, -2.87631)  0.12
H (-5.43623, 1.45954, -2.93610)  0.42
H (-6.08611, 3.84274, -2.04050)  0.43
H (-3.80457, 5.05758, -1.11186)  0.47
H (-1.80535, 3.28120, -2.00812)  0.62
N (0.27085, 0.89668, -0.38708)  2.16
C (-0.18005, 0.63346, 0.88653)  -0.79
C (-0.04049, -0.70006, 1.12804)  0.51
C (0.45442, -1.29329, -0.09457)  0.85
C (0.65668, -0.24736, -0.96390)  -2.54
H (0.30407, 1.79323, -0.85650)  -0.31
H (-0.49228, 1.49430, 1.47790)  -0.11
H (-0.25390, -1.18946, 2.08520)  -0.43
H (0.85452, -2.30602, -0.08689)  0.35
H (1.03336, -0.33335, -1.96869)  0.23